1.
Below is an isolated molecule of C7H11NO2, with properties calculated with ωB97M-V/def2-TZVPD.

## Properties
SMILES   C=C1C[C@H]1C[C@H](N)C(=O)O
Kohn-Sham gap   9.12 eV
HOMO energy   -8.8 eV

```
21
C7H11NO2 | OMol25 | ωB97M-V/def2-TZVPD
C 0.51952 -1.04655 -2.08959
C -0.51742 -0.29164 -1.63774
C -1.79073 0.47754 -1.58380
C -0.64040 0.68126 -0.46613
C -1.05901 0.14236 0.89896
C 0.46071 0.33310 1.59732
N 1.09474 1.60584 1.36251
C 1.28810 -0.68657 0.90592
O 1.98741 -0.48559 -0.09190
O 1.26821 -1.98597 1.49012
H 0.60050 -1.80236 -3.02406
H 1.64902 -1.01544 -1.66484
H -1.82978 1.05680 -2.50350
H -2.65420 0.00031 -1.34316
H 0.24657 1.51210 -0.54635
H -1.29995 -0.94307 0.91968
H -1.94984 0.63234 1.41713
H 0.24347 0.12831 2.57379
H 0.45205 2.30587 1.33111
H 1.59980 1.69431 0.44029
H 0.33125 -2.31298 2.01422
```

Charges per atom according to Löwdin partitioning, unit e:
1. C 0.027
2. C -0.272
3. C -0.031
4. C -0.232
5. C -0.073
6. C -0.282
7. N 0.041
8. C -0.424
9. O 0.028
10. O 0.004
11. H 0.086
12. H 0.093
13. H 0.100
14. H 0.058
15. H 0.172
16. H 0.112
17. H 0.127
18. H 0.102
19. H 0.037
20. H 0.105
21. H 0.220

***

2.
Below is C12H15FeN6PSe4 as an isolated structure, with properties calculated with ωB97M-V/def2-TZVPD.

## Properties
Kohn-Sham gap (alpha / beta)   5.54 / 5.55 eV
HOMO energy (alpha / beta)   -5.5 / -5.5 eV

```
39
C12H15FeN6PSe4 | OMol25 | ωB97M-V/def2-TZVPD
Fe -0.22815 -1.40419 1.81396
C -1.18403 -0.75288 -3.52566
N -1.17726 -1.37935 -2.21637
C -1.69690 -2.61280 -1.89944
C -1.47628 -2.80078 -0.56602
N -0.82761 -1.71120 -0.07396
C -0.66207 -0.86519 -1.07075
P 0.15718 0.74666 -0.85227
C 1.62461 0.11357 0.00754
N 1.59647 -0.69973 1.04639
C 2.89080 -0.97761 1.36753
C 3.71835 -0.31322 0.51346
N 2.91039 0.38152 -0.34904
C 3.37813 1.20185 -1.45158
C -0.81782 1.27157 0.59085
N -1.01176 0.55943 1.69056
C -1.81201 1.30599 2.50524
C -2.10040 2.48729 1.89457
N -1.46684 2.46219 0.68249
C -1.53441 3.51467 -0.31469
H -1.67517 -1.42307 -4.22603
H -0.16831 -0.56916 -3.87181
H -1.73084 0.18812 -3.50091
H -2.17041 -3.23048 -2.64121
H -1.72581 -3.62810 0.07745
H 3.13767 -1.63441 2.18143
H 4.79035 -0.28187 0.43795
H 3.90642 0.58922 -2.18088
H 4.04615 1.97744 -1.08110
H 2.52702 1.67316 -1.93577
H -2.12158 0.94160 3.46615
H -2.69702 3.32544 2.20610
H -2.55567 3.62919 -0.67499
H -0.89077 3.25826 -1.15204
H -1.19555 4.45585 0.11428
Se -2.44568 -2.25469 2.72113
Se -1.06002 -1.39828 4.32350
Se 1.13404 -2.36894 3.83668
Se 0.61477 -3.77704 2.10725
```

Charges per atom according to Löwdin partitioning, unit e:
1. Fe -0.325
2. C -0.028
3. N -0.124
4. C -0.032
5. C -0.133
6. N -0.038
7. C -0.427
8. P 1.176
9. C -0.432
10. N -0.004
11. C -0.135
12. C -0.040
13. N -0.129
14. C -0.030
15. C -0.428
16. N -0.004
17. C -0.139
18. C -0.043
19. N -0.133
20. C -0.031
21. H 0.091
22. H 0.088
23. H 0.088
24. H 0.120
25. H 0.084
26. H 0.047
27. H 0.123
28. H 0.095
29. H 0.095
30. H 0.054
31. H 0.046
32. H 0.123
33. H 0.095
34. H 0.051
35. H 0.094
36. Se 0.080
37. Se 0.009
38. Se 0.024
39. Se 0.073

***

3.
Below is an isolated molecule of C4H6N2O, with properties calculated with ωB97M-V/def2-TZVPD.

## Properties
SMILES   Cc1cc(N)on1
Kohn-Sham gap   9.57 eV
HOMO energy   -8.7 eV

```
13
C4H6N2O | OMol25 | ωB97M-V/def2-TZVPD
C -2.27896 0.15286 0.00155
C -0.82720 0.02076 -0.32446
C 0.27215 0.62804 0.34507
C 1.34141 -0.04440 -0.16429
N 2.68530 -0.06653 0.14241
O 0.94888 -0.89323 -1.11768
N -0.44309 -0.86197 -1.20980
H -2.83431 -0.63800 -0.50742
H -2.40190 0.02223 1.08200
H -2.69723 1.12509 -0.27178
H 0.25644 1.41066 1.08915
H 2.85352 0.05801 1.13170
H 3.12500 -0.91351 -0.19645
```

Charges per atom according to Löwdin partitioning, unit e:
1. C -0.034
2. C -0.373
3. C 0.017
4. C -0.404
5. N 0.137
6. O 0.002
7. N 0.100
8. H 0.079
9. H 0.082
10. H 0.079
11. H 0.110
12. H 0.101
13. H 0.102

***

4.
Below is a 5-piece molecular cluster, C29H59N4OPSSi overall, with properties calculated with ωB97M-V/def2-TZVPD.

## Properties
SMILES   CCCCCCCCCCCCC[Si@@H](O)[PH2]=S.CCCC#N.CCCC#N.CCCC#N.CCCC#N
Kohn-Sham gap   8.54 eV
HOMO energy   -8.2 eV

```
96
C29H59N4OPSSi | OMol25 | ωB97M-V/def2-TZVPD
C 9.40887 -2.49027 1.73687
C 8.75495 -2.59938 0.23171
C 7.11979 -2.94594 0.27160
C 6.19667 -1.64734 -0.11740
C 5.91030 -0.60470 1.11650
C 4.56026 0.33163 0.80351
C 3.19849 -0.31860 1.45829
C 1.86910 -0.20913 0.44928
C 0.51335 -0.84655 1.12452
C -0.87895 -0.06465 0.74519
C -1.97075 -1.19818 0.28670
C -3.53915 -0.80623 0.56053
C -4.40732 -2.21384 0.31731
Si -5.76808 -2.52078 1.64446
O -6.28808 -1.06517 2.49313
P -7.44865 -3.52878 0.55896
S -9.10611 -2.49296 0.79312
H 8.62307 -2.60417 2.59974
H 10.01446 -1.47545 1.81778
H 10.20567 -3.36261 1.87660
H 9.36158 -3.43159 -0.36266
H 8.94179 -1.56471 -0.31873
H 6.96502 -3.74251 -0.60339
H 6.81667 -3.49180 1.26481
H 5.15534 -2.05225 -0.49448
H 6.79257 -1.05181 -0.96275
H 5.88035 -1.08886 2.18147
H 6.81394 0.17349 1.11542
H 4.47308 0.59831 -0.33456
H 4.75906 1.35976 1.37114
H 2.96647 0.22738 2.47586
H 3.45246 -1.45680 1.70451
H 1.74242 0.86613 0.00551
H 2.13984 -0.91905 -0.47129
H 0.41046 -1.96219 0.71378
H 0.64782 -0.83951 2.29057
H -0.79010 0.71398 -0.12405
H -1.22067 0.53684 1.70815
H -1.82810 -1.35620 -0.88377
H -1.75019 -2.19682 0.89049
H -3.77548 -0.45672 1.66157
H -3.99197 -0.04189 -0.23697
H -3.64581 -3.12834 0.24043
H -4.93070 -2.12864 -0.74583
H -5.36042 -3.50035 2.67740
H -7.16508 -0.72572 2.12700
H -7.14490 -3.49446 -0.87848
H -7.58986 -4.92339 0.98820
C -1.53408 -1.79363 -4.62673
C -1.01159 -0.64023 -5.47737
C 0.39543 -0.19394 -5.07485
C 0.38981 0.28210 -3.63134
N 0.38522 0.67701 -2.43384
H -1.62541 -1.51019 -3.57350
H -2.52874 -2.09740 -4.96820
H -0.86993 -2.66301 -4.69393
H -1.70723 0.20396 -5.39584
H -1.00224 -0.94954 -6.52833
H 0.72941 0.62400 -5.72184
H 1.10599 -1.02106 -5.17901
C 0.08496 5.95531 1.58285
C 0.15511 4.77399 0.62032
C 0.05833 3.42192 1.32984
C 1.21258 3.27119 2.30726
N 2.17008 3.14610 3.11814
H 0.92254 5.95302 2.28743
H 0.12888 6.89903 1.02998
H -0.84884 5.93906 2.15660
H 1.09398 4.83167 0.05605
H -0.66204 4.85728 -0.10467
H 0.09953 2.60939 0.59685
H -0.88847 3.34013 1.87457
C 3.92172 9.73063 3.38932
C 4.21864 8.77145 2.24096
C 3.58511 9.21124 0.91955
C 2.07392 9.27369 1.07034
N 0.82026 9.32553 1.19537
H 2.84962 9.78641 3.60257
H 4.41725 9.39223 4.30482
H 4.28108 10.74044 3.16002
H 3.85796 7.77158 2.51187
H 5.30397 8.69804 2.11084
H 3.83818 8.49964 0.12661
H 3.95895 10.19721 0.62296
C -9.31397 -8.01069 -0.97831
C -9.48267 -6.99169 -2.10085
C -8.18690 -6.73815 -2.87388
C -7.12524 -6.19391 -1.93205
N -6.24446 -5.74244 -1.15078
H -8.60424 -7.66383 -0.22071
H -10.26996 -8.18122 -0.47312
H -8.95893 -8.97086 -1.37005
H -9.85101 -6.05103 -1.67342
H -10.24947 -7.35189 -2.79552
H -8.36325 -6.01234 -3.67468
H -7.82325 -7.66530 -3.32997
```

Charges per atom according to Löwdin partitioning, unit e:
1. C -0.162
2. C -0.256
3. C -0.227
4. C -0.232
5. C -0.223
6. C -0.222
7. C -0.220
8. C -0.227
9. C -0.206
10. C -0.229
11. C -0.232
12. C -0.243
13. C -0.344
14. Si 0.409
15. O -0.294
16. P 0.136
17. S -0.016
18. H 0.070
19. H 0.075
20. H 0.074
21. H 0.104
22. H 0.102
23. H 0.105
24. H 0.108
25. H 0.110
26. H 0.119
27. H 0.112
28. H 0.110
29. H 0.111
30. H 0.107
31. H 0.100
32. H 0.115
33. H 0.084
34. H 0.106
35. H 0.112
36. H 0.114
37. H 0.071
38. H 0.113
39. H 0.119
40. H 0.114
41. H 0.100
42. H 0.124
43. H 0.090
44. H 0.077
45. H -0.026
46. H 0.035
47. H -0.055
48. H -0.046
49. C -0.112
50. C -0.276
51. C -0.190
52. C -0.129
53. N 0.139
54. H 0.055
55. H 0.075
56. H 0.080
57. H 0.113
58. H 0.109
59. H 0.114
60. H 0.117
61. C -0.120
62. C -0.271
63. C -0.198
64. C -0.158
65. N 0.104
66. H 0.066
67. H 0.037
68. H 0.080
69. H 0.112
70. H 0.111
71. H 0.076
72. H 0.118
73. C -0.116
74. C -0.277
75. C -0.194
76. C -0.151
77. N 0.113
78. H 0.070
79. H 0.074
80. H 0.077
81. H 0.112
82. H 0.109
83. H 0.112
84. H 0.115
85. C -0.113
86. C -0.272
87. C -0.185
88. C -0.149
89. N 0.080
90. H 0.066
91. H 0.076
92. H 0.078
93. H 0.113
94. H 0.111
95. H 0.115
96. H 0.117

***

5.
Below is a 5-piece molecular cluster, H10O5 overall, with properties calculated with ωB97M-V/def2-TZVPD.

## Properties
SMILES   O.O.O.O.O
Kohn-Sham gap   11.02 eV
HOMO energy   -10.8 eV

```
15
H10O5 | OMol25 | ωB97M-V/def2-TZVPD
O -0.87948 0.55188 -2.40965
H -0.28092 0.40076 -1.67813
H -0.32703 0.48865 -3.18877
O 1.39640 -2.75368 -0.40924
H 0.46381 -2.55281 -0.48769
H 1.42632 -3.55310 0.11636
O 1.06240 2.20138 1.74012
H 0.14700 2.45518 1.62240
H 1.55620 2.83706 1.22214
O -2.64975 -0.27406 0.77067
H -1.87313 0.22163 0.51106
H -2.32558 -0.91288 1.40553
O 0.71526 0.36039 -0.12087
H 0.91449 1.00268 0.56031
H 0.65403 -0.47313 0.34575
```

Charges per atom according to Löwdin partitioning, unit e:
1. O -0.067
2. H -0.038
3. H 0.027
4. O -0.041
5. H 0.027
6. H 0.036
7. O -0.018
8. H 0.064
9. H 0.068
10. O -0.044
11. H 0.001
12. H 0.026
13. O -0.048
14. H -0.025
15. H 0.031

***

6.
Below is C27H38Ge2N4O3SV as an isolated structure, with properties calculated with ωB97M-V/def2-TZVPD.

## Properties
⟨S²⟩   3.770
Kohn-Sham gap (alpha / beta)   7.67 / 7.65 eV
HOMO energy (alpha / beta)   -7.4 / -8.1 eV
Spin multiplicity   4

```
76
C27H38Ge2N4O3SV | OMol25 | ωB97M-V/def2-TZVPD
V -0.27923 -0.39908 0.20226
C 4.34036 1.99212 -0.28033
C 2.91520 1.55241 -0.62215
Ge 2.33452 -0.01593 0.44865
C 2.90571 -1.63818 -0.52755
C 4.42389 -1.81247 -0.54769
C 3.25778 0.05927 2.15926
C 2.45937 0.05644 3.23480
Ge 0.55841 -0.05960 2.70799
C -0.34086 -1.76925 3.15584
C -0.86040 -1.98515 4.57773
C -0.45501 1.56639 3.18818
C -0.67793 1.82607 4.67993
C 2.92952 0.13533 4.64178
C 2.04247 -0.06197 5.69587
C 2.46170 0.00264 7.01681
C 3.78757 0.27668 7.30936
C 4.68669 0.48893 6.27098
C 4.26212 0.42079 4.95594
H 4.63732 2.86337 -0.86813
H 5.06592 1.20121 -0.47574
H 4.42651 2.25945 0.77410
H 2.83509 1.26284 -1.67312
H 2.23420 2.38940 -0.48296
H 2.50524 -1.57283 -1.54192
H 2.41451 -2.48756 -0.05467
H 4.91742 -1.00310 -1.08899
H 4.70403 -2.74731 -1.03816
H 4.83584 -1.83655 0.46293
H 4.34209 0.09721 2.25027
H 0.36306 -2.55689 2.87761
H -1.17654 -1.84552 2.45650
H -0.05340 -2.06199 5.30606
H -1.42615 -2.91792 4.62339
H -1.53775 -1.18932 4.88840
H -1.41321 1.48836 2.66936
H 0.08993 2.40810 2.75319
H -1.17720 0.99195 5.17298
H -1.30963 2.70619 4.81881
H 0.26376 2.00933 5.19854
H 1.00216 -0.26761 5.48047
H 1.74956 -0.15790 7.81617
H 4.11932 0.33161 8.33801
H 5.72293 0.71312 6.48974
H 4.97162 0.60036 4.15915
N -8.71933 0.55761 -1.87675
C -7.48112 0.31367 -1.29643
C -6.59580 -0.59765 -1.88034
C -5.38876 -0.88131 -1.27523
C -5.04922 -0.25341 -0.08247
C -5.91593 0.65186 0.50719
C -7.12927 0.93013 -0.09464
S -3.50736 -0.63240 0.66619
O -3.50842 -0.06030 1.99377
O -3.28762 -2.04646 0.52466
N -2.34365 0.07588 -0.22552
C -2.16142 1.42609 -0.10132
N -3.13790 2.32177 -0.02577
C -2.76140 3.59073 0.07962
C -1.43473 3.99160 0.11390
C -0.48794 2.98642 0.05162
N -0.83426 1.71067 -0.05815
H -8.78753 0.36233 -2.86175
H -9.16150 1.42367 -1.61730
H -6.87132 -1.08948 -2.80565
H -4.70528 -1.59705 -1.71286
H -5.62899 1.12969 1.43323
H -7.81818 1.62799 0.36640
H -3.56424 4.31779 0.14171
H -1.15368 5.02932 0.20417
H 0.56939 3.20533 0.11617
C -0.39989 -3.53061 -0.07620
O -0.14952 -2.16340 0.00517
H -0.21578 -3.89481 -1.09145
H -1.44073 -3.73120 0.18625
H 0.24751 -4.08920 0.60992
```

Charges per atom according to Löwdin partitioning, unit e:
1. V 0.659
2. C -0.175
3. C -0.356
4. Ge 0.873
5. C -0.367
6. C -0.169
7. C -0.244
8. C -0.340
9. Ge 0.946
10. C -0.337
11. C -0.154
12. C -0.345
13. C -0.157
14. C -0.228
15. C -0.061
16. C -0.073
17. C -0.091
18. C -0.082
19. C -0.037
20. H 0.067
21. H 0.054
22. H 0.060
23. H 0.063
24. H 0.017
25. H 0.062
26. H 0.046
27. H 0.054
28. H 0.067
29. H 0.062
30. H 0.055
31. H 0.066
32. H 0.034
33. H 0.053
34. H 0.074
35. H 0.059
36. H 0.040
37. H 0.054
38. H 0.054
39. H 0.071
40. H 0.060
41. H 0.067
42. H 0.106
43. H 0.101
44. H 0.102
45. H 0.101
46. N 0.095
47. C -0.321
48. C -0.030
49. C -0.054
50. C -0.305
51. C -0.064
52. C -0.029
53. S 0.592
54. O -0.307
55. O -0.302
56. N -0.161
57. C -0.485
58. N 0.166
59. C -0.101
60. C -0.042
61. C -0.119
62. N 0.022
63. H 0.088
64. H 0.087
65. H 0.110
66. H 0.118
67. H 0.111
68. H 0.110
69. H 0.114
70. H 0.102
71. H 0.099
72. C -0.180
73. O -0.450
74. H 0.079
75. H 0.071
76. H 0.077